[1]
Computed, not measured: a molecular structure, C7H8O7Rb at a distorted geometry, with the ωB97M-V functional and the def2-TZVPD basis.

Geometry as XYZ:
```
23
C7H8O7Rb | the Open Molecules 2025 dataset | the ωB97M-V functional and the def2-TZVPD basis
O 2.668 1.600 -0.592
C 2.987 2.418 0.210
O 2.920 2.898 1.270
Rb -4.755 -1.341 -1.257
O -1.311 -0.850 -1.236
O -0.772 0.972 -0.005
C -1.922 1.742 -0.398
C -3.121 1.493 0.516
O -3.686 0.256 0.376
C -0.507 -0.197 -0.557
H -1.590 2.787 -0.329
H -2.166 1.510 -1.445
H -3.823 2.328 0.281
H -2.773 1.695 1.556
O 1.402 -1.488 -1.154
C 2.402 -2.254 -0.463
C 2.006 -2.085 0.999
O 1.184 -0.908 0.976
C 0.848 -0.636 -0.288
H 2.364 -3.288 -0.817
H 3.385 -1.819 -0.685
H 2.854 -1.908 1.666
H 1.408 -2.925 1.376
```

Electronic energy, Eh: -822.21288
Orbital gap (spin up / spin down), eV: 5.86 / 6.21
Energy relative to the best compared isomer or geometry (same formula, charge and spin), kcal per mole: 24.4
⟨S²⟩: 0.75
Multiplicity: 2
LUMO energy (spin up / spin down), eV: -0.47 / -0.47

Atomic partial charges in e from the Löwdin method, atoms 1 to 5:
1. O 0.17
2. C -0.36
3. O 0.20
4. Rb 0.99
5. O 0.06

=====

[2]
Computed, not measured: a molecular structure, C22H37ClCrNP at a distorted geometry, with the ωB97M-V functional and the def2-TZVPD basis.

Geometry as XYZ:
```
63
C22H37ClCrNP | the Open Molecules 2025 dataset | the ωB97M-V functional and the def2-TZVPD basis
C 2.543 -2.461 -1.632
C 2.438 -1.656 -2.804
C 1.039 -1.587 -3.170
H 3.273 -1.219 -3.344
C 0.299 -2.366 -2.229
C 1.241 -2.923 -1.285
H 0.981 -3.681 -0.554
H 3.466 -2.738 -1.115
H 0.639 -1.110 -4.052
H -0.777 -2.536 -2.271
Cr 1.158 -0.605 -1.268
Cl 2.006 1.434 -1.795
C 1.544 2.088 -5.296
C 0.315 1.450 -5.636
C 0.625 0.212 -6.278
H -0.680 1.849 -5.468
C 2.047 0.090 -6.336
C 2.613 1.250 -5.729
H 3.672 1.469 -5.638
H 1.648 3.049 -4.807
H -0.093 -0.497 -6.681
H 2.598 -0.728 -6.791
C -2.683 -1.145 0.308
C -1.976 -1.031 1.672
C -2.964 -0.586 2.764
C -1.450 -2.426 2.035
P -0.531 0.167 1.518
N 0.130 -0.304 0.092
C -1.144 1.965 1.467
C -1.420 2.490 2.902
C -0.033 2.815 0.837
C -2.404 2.097 0.587
C 0.778 -0.142 2.813
C 0.150 -0.312 4.221
C 1.623 -1.366 2.425
C 1.782 1.023 2.851
H -3.254 -2.083 0.301
H -1.954 -1.210 -0.509
H -3.378 -0.321 0.109
H -3.734 -1.372 2.847
H -2.482 -0.498 3.750
H -3.476 0.356 2.521
H -0.667 -2.756 1.343
H -1.079 -2.492 3.064
H -2.288 -3.132 1.945
H -0.507 2.525 3.511
H -1.769 3.533 2.833
H -2.192 1.933 3.453
H 0.439 2.316 -0.025
H -0.473 3.768 0.511
H 0.750 3.056 1.562
H -2.249 1.639 -0.400
H -3.312 1.689 1.050
H -2.609 3.166 0.420
H -0.438 -1.234 4.331
H 0.987 -0.368 4.938
H -0.488 0.541 4.515
H 2.139 -1.155 1.478
H 2.365 -1.507 3.226
H 1.049 -2.288 2.302
H 2.163 1.256 1.844
H 1.388 1.945 3.290
H 2.615 0.665 3.477
```

Electronic energy, Eh: -2761.25334
Orbital gap (spin up / spin down), eV: 4.37 / 4.36
⟨S²⟩: 3.80
Net charge: -1
Multiplicity: 4
LUMO energy (spin up / spin down), eV: 2.11 / 2.11

Atomic partial charges in e from the Löwdin method, atoms 1 to 5:
1. C -0.16
2. C -0.17
3. C -0.18
4. H 0.11
5. C -0.18

=====

[3]
Computed, not measured: a molecular structure, C49H38Cl2OP2SV at a distorted geometry, with the ωB97M-V functional and the def2-TZVPD basis.

Geometry as XYZ:
```
94
C49H38Cl2OP2SV | the Open Molecules 2025 dataset | the ωB97M-V functional and the def2-TZVPD basis
V 0.241 0.143 1.892
O 2.876 1.023 1.143
S 1.919 0.157 0.465
C 1.895 0.758 -1.234
C 2.784 0.240 -2.147
C 3.073 0.867 -3.366
C 2.485 2.075 -3.628
C 2.639 3.033 -4.763
C 1.706 4.217 -4.421
C 1.085 3.856 -3.108
C 0.197 4.519 -2.298
C -0.248 3.879 -1.135
C 0.199 2.623 -0.734
P -0.624 1.949 0.740
C -0.413 3.314 1.930
C -1.484 3.984 2.518
C -1.239 5.056 3.361
C 0.061 5.460 3.618
C 1.130 4.770 3.063
C 0.900 3.695 2.223
C -2.396 1.919 0.332
C -2.906 2.263 -0.915
C -4.271 2.215 -1.136
C -5.131 1.803 -0.132
C -4.625 1.431 1.104
C -3.264 1.487 1.337
C 1.188 1.955 -1.503
C 1.560 2.596 -2.703
C 2.692 -1.431 0.246
C 4.066 -1.487 0.321
C 4.789 -2.632 -0.042
C 4.090 -3.706 -0.534
C 4.534 -5.032 -1.061
C 3.233 -5.771 -1.455
C 2.127 -4.819 -1.127
C 0.760 -4.911 -1.239
C -0.023 -3.851 -0.766
C 0.511 -2.685 -0.229
P -0.663 -1.583 0.638
C -1.284 -2.790 1.856
C -2.408 -3.597 1.703
C -2.725 -4.525 2.682
C -1.920 -4.671 3.800
C -0.778 -3.895 3.942
C -0.461 -2.961 2.973
C -1.941 -1.259 -0.599
C -1.530 -0.977 -1.902
C -2.476 -0.728 -2.878
C -3.824 -0.739 -2.555
C -4.229 -0.956 -1.247
C -3.291 -1.203 -0.261
C 1.920 -2.540 -0.168
C 2.683 -3.643 -0.595
H 3.304 -0.674 -1.915
H 3.780 0.415 -4.039
H 3.677 3.355 -4.857
H 2.367 2.557 -5.705
H 2.258 5.155 -4.354
H 0.939 4.354 -5.185
H -0.166 5.505 -2.543
H -0.979 4.387 -0.516
H -2.502 3.691 2.299
H -2.072 5.579 3.807
H 0.242 6.321 4.243
H 2.141 5.078 3.279
H 1.733 3.168 1.768
H -2.244 2.573 -1.709
H -4.665 2.497 -2.099
H -6.193 1.758 -0.313
H -5.288 1.086 1.883
H -2.869 1.198 2.304
H 4.588 -0.596 0.643
H 5.865 -2.635 0.034
H 5.203 -4.904 -1.912
H 5.090 -5.577 -0.298
H 3.231 -6.029 -2.515
H 3.110 -6.703 -0.902
H 0.286 -5.791 -1.649
H -1.099 -3.952 -0.814
H -3.037 -3.507 0.829
H -3.609 -5.136 2.568
H -2.169 -5.403 4.551
H -0.139 -4.024 4.803
H 0.459 -2.374 3.059
H -0.472 -0.968 -2.140
H -2.166 -0.534 -3.893
H -4.563 -0.575 -3.322
H -5.278 -0.933 -0.994
H -3.597 -1.352 0.766
Cl 1.734 0.631 3.710
C 0.327 0.896 4.735
Cl -1.039 0.251 3.831
H 0.190 1.967 4.885
H 0.428 0.356 5.675
```

Electronic energy, Eh: -4910.04002
Orbital gap (spin up / spin down), eV: 6.65 / 6.88
Energy relative to the best compared isomer or geometry (same formula, charge and spin), kcal per mole: 19.9
⟨S²⟩: 0.76
Net charge: +2
Multiplicity: 2
LUMO energy (spin up / spin down), eV: -6.22 / -5.95

Atomic partial charges in e from the Löwdin method, atoms 1 to 5:
1. V -0.07
2. O -0.47
3. S 0.77
4. C -0.25
5. C -0.02